(1)
Computed, not measured: a molecular structure, C30H39BrLaN3Si, with the ωB97M-V functional and the def2-TZVPD basis.

The geometry in ORCA input format:
```
! wB97M-V def2-TZVPD RIJCOSX def2/J DEFGRID3
* xyz 2 1
La -1.02113 2.45254 0.44579
C -4.18080 2.31025 -2.77100
C -3.52832 3.05976 -1.81865
N -3.16066 2.48911 -0.60653
C -3.69689 1.29912 -0.24637
C -4.50296 0.51070 -1.19837
C -4.75895 1.04762 -2.49328
C -5.07755 -0.72958 -0.83784
C -4.92459 -1.17522 0.46013
C -4.00985 -0.55648 1.32686
C -3.39557 0.66777 1.03119
N -2.50477 1.29925 1.83468
C -2.61928 1.76588 3.11169
C -3.48248 1.24917 4.07570
C -3.61267 1.88211 5.29315
C -2.87041 2.98566 5.71800
C -1.90622 3.47899 4.84177
C -1.15825 4.65833 5.00444
C -0.30552 5.12978 4.02464
C -0.09429 4.39299 2.84984
N -0.83954 3.32361 2.57961
C -1.74732 2.82689 3.49444
H -4.38176 2.80944 -3.70211
H -3.28382 4.09442 -1.94510
H -5.24223 0.49540 -3.26314
H -5.66142 -1.30000 -1.57665
H -5.40261 -2.06538 0.78201
H -3.78247 -1.02512 2.31912
H -4.15349 0.46850 3.80865
H -4.27634 1.39095 6.06151
H -2.96803 3.37402 6.71633
H -1.37512 5.23004 5.88105
H 0.20426 6.09631 4.07775
H 0.61878 4.76218 2.13939
C 1.66490 -3.77484 -2.76550
C 1.25485 -2.29858 -2.67262
C 1.24544 -1.56369 -4.02324
C -0.26216 -2.22306 -2.27225
Si 2.35951 -1.33776 -1.39679
Br 1.07562 0.79075 -0.99241
C 2.37111 -1.93834 0.53057
C 2.60952 -0.80209 1.60505
C 1.01510 -2.52384 0.99496
C 3.55596 -2.96098 0.76430
C 3.92568 -0.70077 -2.10616
C 3.74682 0.30590 -3.25107
C 4.60281 -2.03191 -2.62324
C 4.80300 0.02921 -1.08707
H 1.04593 -4.28813 -3.52691
H 1.56702 -4.30206 -1.81655
H 2.68282 -3.98294 -3.08392
H 0.48723 -2.02234 -4.70996
H 2.16411 -1.65113 -4.56462
H 0.96635 -0.50778 -3.93658
H -0.82224 -2.95232 -2.92260
H -0.66253 -1.23924 -2.49067
H -0.46455 -2.50573 -1.24796
H 1.81234 0.01605 1.60216
H 3.57175 -0.34138 1.56892
H 2.52288 -1.32057 2.54669
H 0.14036 -1.90154 0.82784
H 1.05137 -2.62020 2.09949
H 0.73949 -3.53623 0.57855
H 4.53322 -2.48383 0.86358
H 3.64865 -3.68124 -0.08735
H 3.39259 -3.49671 1.72432
H 2.97783 0.01809 -3.95796
H 4.69645 0.28520 -3.89864
H 3.64364 1.32308 -2.80519
H 4.04328 -2.40910 -3.51246
H 4.68503 -2.83584 -1.90894
H 5.65208 -1.82585 -3.01430
H 4.27874 0.90416 -0.70936
H 5.76423 0.30425 -1.53034
H 5.01602 -0.61567 -0.21046
*
```

Mulliken population analysis, charges in e, atoms 1 to 5: 1.275 -0.611 -0.379 -0.359 0.300



(2)
Computed, not measured: a gas-phase ion, C25H39F8IN3O8S3 (charge +1), with the ωB97M-V functional and the def2-TZVPD basis.

Values from the calculation:
SMILES = CC[C@@H](I)[C@@]1(F)O[C@](CCCCCCCSc2nnco2)(CCCS(=O)(=O)O)[N@H+](C(F)(F)C(F)(F)C(F)(F)F)[C@]1(S)COCOCCO

The geometry in ORCA input format:
```
! wB97M-V def2-TZVPD RIJCOSX def2/J DEFGRID3
* xyz 1 1
C 0.14039 3.16418 -2.67123
C 1.70791 2.90946 -2.45145
C 2.06764 2.97360 -0.87133
I 1.18216 4.88607 -0.17180
C 1.42033 1.77033 -0.02050
F 0.35286 2.43820 0.70379
O 0.67651 0.73845 -0.74507
C 0.54836 -0.56201 -0.04737
C 0.82556 -1.55629 -1.29219
C 0.88196 -3.10291 -0.89088
C -0.51927 -3.74727 -0.48877
C -1.43057 -4.15320 -1.75087
C -2.66088 -5.01422 -1.20404
C -3.52083 -4.30179 -0.05726
C -5.09937 -4.24887 -0.33257
S -5.85841 -3.43351 1.16994
C -6.50168 -1.77666 0.75059
N -5.95796 -0.72747 -0.02271
N -6.68018 0.40419 -0.12723
C -7.85351 0.10540 0.62850
O -7.75808 -1.20107 1.14244
C -0.94250 -0.46784 0.50530
C -2.04801 -0.66345 -0.67344
C -2.34846 0.66566 -1.49797
S -3.61181 0.17835 -2.80752
O -4.73208 1.15101 -2.91942
O -4.06135 -1.24833 -2.57186
O -2.82742 0.13637 -4.31045
N 1.71627 -0.53209 0.95308
C 1.56275 -1.20820 2.26385
F 0.85181 -2.43378 2.16231
F 2.85134 -1.60902 2.71062
C 0.89999 -0.38353 3.44933
F 1.95302 -0.03436 4.34471
F 0.26393 0.80301 3.08775
C -0.09909 -1.24279 4.39450
F -1.31400 -1.53592 3.79700
F -0.39719 -0.36710 5.46732
F 0.53591 -2.33589 4.98512
C 2.38511 0.80812 0.82406
S 3.70398 0.41247 -0.49068
C 3.28339 1.44069 1.96856
O 4.27482 2.32993 1.37848
C 4.43526 3.52555 2.17492
O 5.84116 3.87574 2.08086
C 6.02035 5.12496 1.38306
C 6.04832 5.01825 -0.21816
O 5.84629 3.68611 -0.73710
H -0.09622 4.26891 -2.87457
H -0.18702 2.58413 -3.59374
H -0.48812 2.89058 -1.75647
H 2.10874 1.97685 -2.96219
H 2.24339 3.81842 -2.90651
H 3.18182 3.12112 -0.73160
H 0.05006 -1.39910 -2.12392
H 1.83141 -1.32450 -1.79884
H 1.25355 -3.66977 -1.82001
H 1.69111 -3.23725 -0.09331
H -0.27306 -4.74272 0.03702
H -1.10457 -3.14554 0.29029
H -0.77016 -4.83636 -2.40075
H -1.71537 -3.27436 -2.41189
H -3.30697 -5.27373 -2.11678
H -2.22247 -6.01840 -0.85633
H -3.19960 -3.20717 0.09654
H -3.25580 -4.82802 0.93098
H -5.45413 -5.31595 -0.48777
H -5.24273 -3.57583 -1.24269
H -8.68702 0.85318 0.77970
H -1.21023 -1.29066 1.26356
H -1.20720 0.51229 1.01640
H -1.84079 -1.57372 -1.31912
H -3.01989 -0.91022 -0.10710
H -2.76056 1.51846 -0.85233
H -1.43287 0.98794 -2.10644
H -2.22159 -0.64410 -4.33134
H 2.38631 -1.17951 0.46481
H 4.46570 -0.55613 0.17906
H 3.86363 0.71473 2.61863
H 2.58837 2.03526 2.66716
H 4.11428 3.41859 3.25864
H 3.83751 4.37925 1.70465
H 7.05475 5.51435 1.69832
H 5.28902 5.94825 1.71361
H 7.08679 5.35479 -0.58104
H 5.26686 5.73671 -0.62768
H 5.32831 3.71069 -1.57114
*
```

Mulliken population analysis, charges in e, atoms 1 to 5: -1.039 -0.236 -0.981 0.098 0.529



(3)
Computed, not measured: 2 unconnected molecules or ions with the total composition C6H12O, with the ωB97M-V functional and the def2-TZVPD basis.

Values from the calculation:
SMILES = C=C/C(C)=C/C.O
Energy relative to the best compared isomer or geometry (same formula, charge and spin) = 254.3 kJ/mol

The geometry in ORCA input format:
```
! wB97M-V def2-TZVPD RIJCOSX def2/J DEFGRID3
* xyz 0 1
C -0.11065 -2.46207 -1.49326
C -0.81450 -1.30800 -1.49211
C -0.68657 -0.33207 -0.37104
C -1.85542 0.52144 0.01121
C 0.41612 -0.41364 0.41466
C 0.44953 0.18735 1.78612
H 0.57195 -2.72439 -0.66288
H 0.17070 -3.04048 -2.38805
H -1.69439 -1.24410 -2.11071
H -2.41497 0.39354 0.94089
H -1.47388 1.54296 0.04681
H -2.45213 0.66149 -0.89141
H 1.36030 -0.62474 -0.13240
H -0.29658 -0.29612 2.47222
H 1.45572 0.18986 2.20930
H -0.06603 1.18468 1.68375
O 2.16581 2.73909 0.64328
H 2.35469 2.17914 -0.11603
H 1.23467 2.52573 0.78655
*
```

natural (NBO) population analysis, charges in e, atoms 1 to 5: -0.376 -0.217 -0.050 -0.665 -0.167



(4)
Computed, not measured: 5 unconnected molecules or ions with the total composition C4H16O4, with the ωB97M-V functional and the def2-TZVPD basis.

Values from the calculation:
SMILES = C/C=C/C.O.O.O.O
Energy relative to the best compared isomer or geometry (same formula, charge and spin) = 249.9 kJ/mol

The geometry in ORCA input format:
```
! wB97M-V def2-TZVPD RIJCOSX def2/J DEFGRID3
* xyz 0 1
C -2.53092 -0.46846 1.36071
C -2.11126 0.82872 0.63257
C -1.02249 1.50410 1.00046
C -0.57693 2.77922 0.24289
H -1.79351 -1.22958 1.15372
H -2.53714 -0.30021 2.55260
H -3.52189 -1.01197 0.87973
H -2.64924 1.19046 -0.10025
H -0.34909 1.39893 1.82354
H 0.16564 2.54996 -0.54345
H -1.43628 3.17019 -0.34034
H 0.04181 3.66451 0.72007
O -1.26239 -2.07210 -2.33556
H -1.17586 -1.55747 -1.47523
H -0.44453 -1.70454 -2.74689
O 2.79188 -2.36540 1.02099
H 1.88072 -2.57958 1.21201
H 2.86774 -1.61084 0.35222
O 2.90153 0.26050 -0.05588
H 2.53996 1.11150 -0.25515
H 3.11231 0.18506 0.88665
O 1.61944 -1.10711 -2.33797
H 1.64874 -0.64932 -1.41278
H 1.84176 -1.98656 -2.23466
*
```

natural (NBO) population analysis, charges in e, atoms 1 to 5: -0.657 -0.186 -0.191 -0.658 0.210



Which HOMO level belongs to each record? In order, -0.475, -0.392, -0.311, -0.354 Ha.
Which LUMO level belongs to each record? In order, -6.30, -3.02, 0.59, 0.11 eV.
Which HOMO-LUMO gap belongs to each record? In order, 6.6, 7.7, 9.1, 9.7 eV.